{"formula": "C34H35F9OP3Pt", "method": "ωB97M-V/def2-TZVPD", "species": ["Pt", "C", "P", "C", "C", "C", "C", "C", "C", "C", "P", "C", "C", "H", "H", "H", "H", "H", "H", "H", "H", "H", "H", "H", "H", "H", "H", "H", "H", "F", "C", "F", "F", "C", "C", "C", "C", "C", "C", "P", "C", "C", "C", "C", "C", "C", "C", "F", "F", "F", "C", "C", "C", "C", "C", "C", "C", "F", "F", "F", "H", "H", "H", "H", "H", "H", "H", "H", "H", "H", "H", "H", "C", "C", "C", "O", "H", "H", "H", "H", "H", "H", "H"], "xyz": [[-0.98, 0.60, 0.27], [-2.52, 2.06, 2.90], [-0.87, 1.55, 2.41], [-0.32, 0.28, 3.57], [0.25, 2.95, 2.42], [0.75, 3.50, 3.60], [1.60, 4.60, 3.52], [1.94, 5.13, 2.28], [1.44, 4.58, 1.11], [0.59, 3.49, 1.18], [-0.15, 2.72, -0.26], [1.03, 2.77, -1.62], [-1.54, 3.72, -0.82], [-2.46, 2.41, 3.93], [-3.22, 1.22, 2.86], [-2.89, 2.88, 2.27], [-0.17, 0.73, 4.55], [0.62, -0.15, 3.23], [-1.09, -0.49, 3.65], [0.49, 3.09, 4.57], [2.00, 5.03, 4.42], [2.60, 5.99, 2.23], [1.72, 5.02, 0.16], [1.99, 2.32, -1.38], [1.19, 3.82, -1.88], [0.61, 2.27, -2.49], [-1.17, 4.73, -1.01], [-2.32, 3.78, -0.06], [-1.96, 3.31, -1.74], [2.92, -0.49, -6.68], [2.22, 0.50, -6.12], [1.19, 0.79, -6.90], [3.01, 1.58, -6.03], [1.77, 0.10, -4.73], [2.74, -0.24, -3.79], [2.37, -0.60, -2.51], [1.01, -0.61, -2.18], [0.03, -0.28, -3.12], [0.41, 0.07, -4.41], [0.47, -1.19, -0.59], [1.69, -1.06, 0.71], [1.97, -2.13, 1.57], [2.83, -1.94, 2.64], [3.39, -0.69, 2.86], [3.17, 0.36, 1.98], [2.33, 0.18, 0.90], [4.22, -0.44, 4.11], [4.75, -1.55, 4.59], [3.40, 0.08, 5.05], [5.19, 0.45, 3.88], [-0.35, -2.74, -0.63], [-0.47, -3.42, -1.85], [-1.11, -4.64, -1.89], [-1.64, -5.17, -0.73], [-1.55, -4.50, 0.49], [-0.92, -3.28, 0.54], [-2.34, -6.52, -0.75], [-1.58, -7.43, -0.13], [-3.51, -6.44, -0.09], [-2.58, -6.93, -1.99], [3.78, -0.24, -4.07], [3.12, -0.87, -1.78], [-1.03, -0.33, -2.87], [-0.32, 0.32, -5.16], [1.54, -3.11, 1.40], [3.06, -2.76, 3.31], [3.67, 1.31, 2.13], [2.19, 0.97, 0.19], [-0.04, -3.00, -2.76], [-1.19, -5.18, -2.82], [-1.98, -4.93, 1.38], [-0.87, -2.74, 1.48], [-4.41, -1.61, -0.35], [-3.64, -0.30, -0.34], [-3.97, 0.58, -1.52], [-2.23, -0.69, -0.37], [-5.47, -1.41, -0.21], [-4.08, -2.27, 0.46], [-4.28, -2.13, -1.30], [-3.83, 0.23, 0.60], [-3.80, 0.05, -2.46], [-3.37, 1.49, -1.52], [-5.02, 0.87, -1.48]], "charge": 3, "e_tot_ev": -93420.361, "largest_force_ev_per_a": 1.4, "lumo_ev": [-11.5685, -11.5693]}

{"formula": "CH3F2N2P", "method": "ωB97M-V/def2-TZVPD", "species": ["C", "N", "N", "F", "F", "P", "H", "H", "H"], "xyz": [[-0.95, -0.77, 0.04], [-1.26, -1.93, 0.34], [3.10, 1.11, 0.43], [2.38, -1.30, 0.52], [2.06, -0.08, -1.41], [1.88, 0.23, 0.15], [-1.23, -0.02, -0.59], [-0.87, -2.57, 1.06], [3.09, 2.10, 0.81]], "charge": 0, "e_tot_ev": -18787.267, "largest_force_ev_per_a": 6.2, "lumo_ev": [-2.2271, -0.8931]}

{"formula": "C5H8BrNO4", "method": "ωB97M-V/def2-TZVPD", "species": ["C", "C", "O", "O", "N", "O", "C", "Br", "H", "H", "H", "H", "C", "C", "O", "H", "H", "H", "H"], "xyz": [[1.16, 3.11, -0.03], [0.18, 2.03, 0.16], [0.02, 1.33, 1.11], [-0.41, 1.67, -1.08], [-1.43, 0.67, -1.26], [-2.34, 0.73, -0.49], [-1.31, -0.10, -2.26], [0.26, -0.12, -3.33], [1.99, 2.94, 0.68], [0.70, 4.06, 0.24], [1.42, 3.08, -1.09], [-2.20, -0.74, -2.55], [-1.42, -1.95, 0.46], [-0.35, -2.16, -0.63], [-0.63, -2.72, -1.65], [-0.94, -1.99, 1.42], [-2.20, -2.62, 0.34], [-1.88, -0.95, 0.49], [0.71, -1.96, -0.56]], "charge": 0, "e_tot_ev": -85032.320, "largest_force_ev_per_a": 3.3, "lumo_ev": [0.4144, 0.4144], "smiles": "CC(=O)O/[N+]([O-])=C\\Br.CC=O"}